Computed, not measured: the molecule C5H7NO, with ωB97M-V/def2-TZVPD.

Values from the calculation:
E_HOMO	-9.394	eV
electronic energy	-324.65284	a.u.
LUMO	0.62	eV
SMILES	[H]/N=C(/C=C)OC=C
relative energy (zero: lowest compared OMol25 entry of this formula, charge and spin)	188.1	kJ/mol

ORCA input file:
```
! wB97M-V def2-TZVPD RIJCOSX def2/J DEFGRID3
* xyz 0 1
H -0.748 -2.082 -0.987
N -1.291 -1.531 -0.320
C -0.866 -0.342 -0.280
C -1.483 0.671 0.594
C -1.100 1.947 0.633
O 0.165 0.142 -1.070
C 1.443 -0.285 -0.818
C 1.848 -1.091 0.157
H -2.288 0.295 1.217
H -0.299 2.311 -0.002
H -1.579 2.660 1.296
H 2.121 0.163 -1.538
H 1.172 -1.539 0.878
H 2.904 -1.320 0.240
*
```


Computed, not measured: a cluster of 2 separate species, CBrNO4 in total, with ωB97M-V/def2-TZVPD.

Values from the calculation:
E_HOMO (spin up / spin down)	-10.924 / -10.892	eV
electronic energy	-2967.71005	a.u.
LUMO (spin up / spin down)	-2.65 / -2.80	eV
SMILES	O=NOBr.O=C=O
relative energy (zero: lowest compared OMol25 entry of this formula, charge and spin)	17.4	kJ/mol

ORCA input file:
```
! wB97M-V def2-TZVPD RIJCOSX def2/J DEFGRID3
* xyz 0 1
O 0.769 1.437 -0.005
N -0.081 0.617 0.181
O -1.051 0.618 0.917
Br -1.891 2.359 2.003
O 0.934 -1.970 0.048
C 0.737 -1.657 -1.027
O 0.582 -1.403 -2.117
*
```


Computed, not measured: a cluster of 2 separate species, C35H29BF3NO2S in total, with ωB97M-V/def2-TZVPD.

Values from the calculation:
E_HOMO	-5.983	eV
electronic energy	-2279.02675	a.u.
LUMO	-3.12	eV
relative energy (zero: lowest compared OMol25 entry of this formula, charge and spin)	22.6	kJ/mol

ORCA input file:
```
! wB97M-V def2-TZVPD RIJCOSX def2/J DEFGRID3
* xyz 0 1
C 2.337 -3.001 4.010
C 2.118 -1.542 3.965
N 3.146 -0.642 3.961
C 4.564 -0.973 4.005
C 2.632 0.659 3.873
C 1.231 0.559 3.816
C 0.474 1.716 3.627
C 1.110 2.931 3.556
C 2.499 3.023 3.648
C 3.270 1.897 3.796
C 0.886 -0.849 3.903
C -0.382 -1.459 3.805
C -1.673 -0.845 3.906
C -1.950 0.229 4.776
C -3.205 0.783 4.840
C -4.226 0.288 4.046
C -3.991 -0.780 3.199
C -2.744 -1.351 3.141
H 1.403 -3.560 4.002
H 2.924 -3.320 3.147
H 2.881 -3.277 4.915
H 5.166 -0.070 3.989
H 4.786 -1.520 4.919
H 4.834 -1.583 3.146
H -0.590 1.645 3.512
H 0.528 3.827 3.422
H 2.974 3.988 3.595
H 4.342 1.961 3.851
H -0.387 -2.512 3.574
H -1.171 0.587 5.424
H -3.401 1.598 5.517
H -5.207 0.730 4.093
H -4.787 -1.162 2.581
H -2.561 -2.177 2.477
C -0.122 0.215 -8.907
C -0.577 0.235 -7.503
C -1.706 0.815 -7.028
C -1.870 0.673 -5.616
C -0.875 -0.008 -5.019
B -0.756 -0.328 -3.453
C 0.000 0.880 -2.719
C 1.370 0.957 -2.794
C 2.031 1.993 -2.169
C 1.315 2.948 -1.476
C 2.029 4.094 -0.783
F 1.566 5.252 -1.298
F 1.757 4.024 0.536
F 3.357 3.983 -0.996
C -0.061 2.865 -1.404
C -0.717 1.828 -2.031
O -2.126 -0.479 -2.877
C -2.106 -1.770 -2.406
C -0.854 -2.402 -2.632
C -0.653 -3.706 -2.216
C -1.680 -4.381 -1.581
C -2.900 -3.768 -1.365
C -3.123 -2.465 -1.775
O 0.038 -1.576 -3.269
S 0.295 -0.505 -6.190
H -0.824 0.738 -9.556
H 0.851 0.698 -9.006
H -0.029 -0.810 -9.269
H -2.405 1.341 -7.662
H -2.715 1.065 -5.070
H 1.916 0.202 -3.331
H 3.105 2.080 -2.213
H -0.601 3.624 -0.860
H -1.789 1.741 -1.979
H 0.303 -4.168 -2.392
H -1.520 -5.391 -1.244
H -3.687 -4.308 -0.865
H -4.070 -1.980 -1.618
*
```


Computed, not measured: a structure of composition C39H23Cl5F6N5O3TeZr, with ωB97M-V/def2-TZVPD.

Values from the calculation:
E_HOMO	-10.558	eV
electronic energy	-5214.58478	a.u.
LUMO	-4.15	eV
relative energy (zero: lowest compared OMol25 entry of this formula, charge and spin)	179.6	kJ/mol

ORCA input file:
```
! wB97M-V def2-TZVPD RIJCOSX def2/J DEFGRID3
* xyz 1 1
Zr 0.590 1.294 -0.186
N 0.855 -1.596 3.156
C 0.908 -1.295 1.815
N 1.526 -0.154 1.409
C 1.957 0.755 2.309
N 2.543 1.872 1.884
N 2.415 2.059 0.570
C 3.043 2.957 -0.113
C 2.724 3.020 -1.528
C 3.167 4.056 -2.356
C 2.751 4.094 -3.676
C 1.948 3.066 -4.152
C 1.582 2.046 -3.281
N 1.935 2.025 -1.998
C 1.845 0.509 3.733
C 2.295 1.412 4.698
C 2.158 1.114 6.037
C 1.578 -0.090 6.428
C 1.117 -0.994 5.490
C 1.251 -0.704 4.134
H 0.526 -2.506 3.447
H 1.059 -2.151 1.156
H 3.776 3.634 0.320
H 3.804 4.827 -1.955
H 3.037 4.912 -4.321
H 1.615 3.051 -5.177
H 0.987 1.202 -3.625
H 2.747 2.332 4.368
H 2.501 1.814 6.786
H 1.484 -0.321 7.477
H 0.667 -1.926 5.797
Cl -2.533 4.702 -5.761
C -1.837 4.226 -4.274
C -2.052 2.935 -3.782
Cl -2.995 1.818 -4.654
C -1.464 2.563 -2.583
Cl -1.595 0.990 -1.894
C -0.651 3.437 -1.846
O -0.095 3.027 -0.733
C -0.434 4.723 -2.366
Cl 0.627 5.764 -1.516
C -1.026 5.115 -3.562
Cl -0.725 6.680 -4.171
F -1.343 4.067 2.803
C -0.955 3.782 1.559
F -1.399 4.735 0.757
F 0.411 3.820 1.554
C -1.350 2.338 1.172
O -2.397 2.055 0.637
O -0.463 1.509 1.564
F 1.514 -7.276 -4.531
C 1.380 -6.194 -5.322
F 0.329 -6.427 -6.116
F 2.467 -6.172 -6.111
C 1.240 -4.940 -4.505
C 0.082 -4.175 -4.554
C -0.030 -3.054 -3.754
C 1.010 -2.688 -2.897
C 2.173 -3.462 -2.866
C 2.288 -4.583 -3.663
C 0.883 -1.553 -2.047
C 0.791 -0.597 -1.293
H -0.730 -4.457 -5.207
H -0.930 -2.458 -3.783
H 2.981 -3.181 -2.210
H 3.183 -5.186 -3.629
C -2.433 -0.537 2.791
Te -1.509 -0.846 0.844
C -2.622 -2.748 0.977
C -3.231 -2.868 2.346
C -3.919 -4.011 2.735
C -4.455 -4.106 4.006
C -4.301 -3.062 4.903
C -3.636 -1.911 4.519
C -3.107 -1.806 3.238
H -3.177 0.260 2.679
H -1.674 -0.199 3.504
H -2.011 -3.616 0.735
H -3.412 -2.698 0.225
H -4.040 -4.818 2.030
H -4.988 -4.997 4.296
H -4.706 -3.137 5.899
H -3.523 -1.090 5.214
*
```


Computed, not measured: a cluster of 12 separate species, C45H93F5O40P4 in total, with ωB97M-V/def2-TZVPD.

Values from the calculation:
E_HOMO	-9.148	eV
electronic energy	-6645.01707	a.u.
LUMO	0.14	eV
SMILES	O=C1OC[C@@H](F)O1.O=C1OC[C@@H](F)O1.O=C1OC[C@@H](F)O1.O=C1OC[C@@H](F)O1.O=C1OC[C@@H](F)O1.COP(=O)(OC)OC.COP(=O)(OC)OC.COP(=O)(OC)OC.COP(=O)(OC)OC.COCCOCCOC.COCCOCCOC.COCCOCCOC

ORCA input file:
```
! wB97M-V def2-TZVPD RIJCOSX def2/J DEFGRID3
* xyz 0 1
O 9.535 20.683 13.896
C 10.649 20.987 13.508
O 11.065 21.933 12.645
C 12.430 21.666 12.292
C 12.939 20.769 13.392
F 13.547 21.536 14.434
O 11.755 20.225 13.993
H 12.392 21.224 11.328
H 12.977 22.622 12.219
H 13.670 20.017 13.159
O 25.724 16.763 14.218
C 25.079 17.207 13.304
O 24.178 16.546 12.579
C 24.007 17.277 11.319
C 24.511 18.720 11.676
F 23.411 19.491 11.990
O 25.309 18.475 12.842
H 24.526 16.758 10.522
H 22.959 17.250 11.088
H 25.123 19.346 10.975
O 15.802 9.308 15.563
C 16.768 9.992 15.692
O 17.838 9.944 14.853
C 18.867 10.921 15.354
C 18.060 11.714 16.378
F 17.560 12.891 15.878
O 16.944 10.847 16.699
H 19.750 10.483 15.815
H 19.089 11.569 14.523
H 18.636 11.974 17.300
O 22.062 14.706 10.515
C 21.907 15.031 9.387
O 21.647 16.265 8.927
C 21.490 16.274 7.587
C 21.801 14.864 7.120
F 23.077 14.835 6.617
O 21.877 14.152 8.309
H 20.497 16.597 7.245
H 22.213 16.987 7.175
H 21.122 14.373 6.488
O 17.654 10.840 11.807
C 16.522 10.516 12.018
O 15.981 9.333 11.834
C 14.589 9.401 12.209
C 14.339 10.855 12.485
F 13.814 11.058 13.732
O 15.564 11.431 12.376
H 14.046 8.954 11.357
H 14.474 8.865 13.134
H 13.601 11.402 11.892
C 15.835 13.369 8.967
O 17.164 13.053 9.539
P 18.520 13.584 8.878
O 18.467 14.970 8.329
O 19.577 13.115 9.991
C 19.424 13.609 11.373
O 18.804 12.671 7.541
C 19.429 11.382 7.775
H 15.845 14.388 8.591
H 15.180 13.146 9.780
H 15.654 12.713 8.083
H 19.274 14.664 11.270
H 20.399 13.304 11.741
H 18.575 13.129 11.834
H 18.786 10.742 8.346
H 20.399 11.534 8.275
H 19.660 10.839 6.837
C 24.343 13.880 17.188
O 23.142 13.156 16.971
P 22.600 12.889 15.532
O 21.423 11.969 15.551
O 22.429 14.354 14.873
C 21.052 14.882 14.774
O 23.946 12.364 14.842
C 24.002 11.960 13.437
H 24.497 13.948 18.272
H 24.320 14.863 16.756
H 25.211 13.385 16.700
H 21.063 15.824 14.237
H 20.624 14.895 15.786
H 20.423 14.219 14.096
H 23.305 11.151 13.151
H 24.997 11.511 13.253
H 23.729 12.854 12.754
C 16.205 17.331 9.391
O 16.272 18.692 8.883
P 17.575 19.561 9.076
O 18.083 19.636 10.457
O 16.943 20.893 8.476
C 17.786 22.051 8.881
O 18.712 19.061 8.075
C 18.404 18.695 6.731
H 15.201 16.977 9.160
H 16.334 17.471 10.468
H 16.944 16.685 8.906
H 17.714 22.257 9.945
H 17.408 22.927 8.317
H 18.816 21.832 8.614
H 18.116 19.557 6.089
H 17.545 18.050 6.829
H 19.206 18.109 6.289
C 12.551 13.638 15.175
O 11.957 14.979 15.190
P 10.492 15.263 15.710
O 9.461 14.584 14.905
O 10.453 16.893 15.660
C 11.296 17.749 16.441
O 10.544 14.905 17.281
C 9.377 14.420 18.015
H 13.109 13.449 16.078
H 13.306 13.688 14.392
H 11.791 12.916 14.924
H 11.135 17.473 17.466
H 10.944 18.779 16.234
H 12.328 17.532 16.116
H 8.660 14.032 17.297
H 8.957 15.309 18.507
H 9.715 13.622 18.738
C 13.008 24.283 9.715
O 13.552 22.985 9.914
C 13.549 22.243 8.634
C 13.845 20.820 9.051
O 12.618 20.233 9.410
C 12.691 18.836 9.464
C 11.502 18.237 10.228
O 11.817 18.379 11.639
C 11.005 17.564 12.450
H 12.869 24.749 10.707
H 11.999 24.193 9.264
H 13.701 24.911 9.169
H 14.401 22.575 8.009
H 12.577 22.338 8.155
H 14.550 20.842 9.895
H 14.203 20.212 8.186
H 13.595 18.448 9.929
H 12.622 18.411 8.470
H 11.419 17.170 10.089
H 10.526 18.655 9.963
H 11.375 17.571 13.468
H 11.030 16.553 12.027
H 10.035 18.039 12.456
C 19.932 17.238 11.594
O 19.462 17.086 12.910
C 18.072 17.494 13.100
C 17.583 17.053 14.494
O 17.502 15.649 14.701
C 17.252 14.832 13.549
C 15.758 14.829 13.219
O 15.417 15.967 12.438
C 14.024 16.211 12.619
H 20.016 18.288 11.299
H 19.301 16.718 10.824
H 20.859 16.691 11.655
H 17.445 17.088 12.307
H 18.043 18.572 13.063
H 16.625 17.546 14.556
H 18.288 17.436 15.249
H 17.584 13.805 13.747
H 17.833 15.197 12.703
H 15.263 14.937 14.179
H 15.361 13.981 12.680
H 13.725 16.336 13.652
H 13.462 15.384 12.169
H 13.816 17.135 12.107
C 22.755 18.044 15.942
O 22.551 19.357 15.506
C 21.322 19.538 14.864
C 20.279 19.935 15.815
O 19.933 18.807 16.644
C 19.170 19.057 17.791
C 17.965 19.958 17.628
O 16.971 19.573 16.623
C 15.998 18.615 17.271
H 23.714 17.943 16.504
H 22.874 17.345 15.077
H 21.984 17.636 16.633
H 21.055 18.648 14.287
H 21.502 20.362 14.170
H 19.302 20.324 15.386
H 20.602 20.805 16.410
H 19.857 19.524 18.525
H 18.941 18.085 18.210
H 18.296 20.990 17.415
H 17.514 20.048 18.641
H 15.014 19.127 17.527
H 16.533 18.108 18.138
H 15.693 17.852 16.541
*
```


Computed, not measured: a cluster of 6 separate species, C33H28BF3NO11 in total, with ωB97M-V/def2-TZVPD.

Values from the calculation:
E_HOMO	-3.626	eV
electronic energy	-2481.04385	a.u.
LUMO	-0.56	eV

ORCA input file:
```
! wB97M-V def2-TZVPD RIJCOSX def2/J DEFGRID3
* xyz -1 1
N 6.749 4.699 -3.112
B 5.472 4.667 -2.213
C 4.062 5.055 -3.016
C 3.030 3.965 -2.824
O 3.269 2.882 -3.697
C 1.609 4.395 -3.102
F 1.398 4.770 -4.393
F 1.211 5.426 -2.310
F 0.711 3.376 -2.867
H 6.641 5.228 -3.963
H 7.112 3.788 -3.334
H 5.342 3.516 -1.754
H 5.610 5.424 -1.243
H 3.683 6.017 -2.675
H 4.208 5.140 -4.093
H 3.046 3.628 -1.790
H 4.074 2.474 -3.380
C -2.217 0.480 -2.663
C -0.952 0.758 -2.348
C -0.045 -0.298 -1.828
O 1.104 -0.063 -1.528
C -0.602 -1.668 -1.669
C -1.865 -1.940 -1.982
C -2.767 -0.887 -2.512
O -3.919 -1.144 -2.805
H -2.895 1.227 -3.048
H -0.533 1.748 -2.462
H 0.075 -2.421 -1.287
H -2.290 -2.929 -1.866
C -1.626 1.238 -6.887
C -1.542 0.656 -8.080
C -2.755 0.376 -8.888
O -2.682 -0.156 -9.975
C -4.067 0.771 -8.315
C -4.153 1.353 -7.123
C -2.938 1.632 -6.316
O -3.011 2.159 -5.228
H -0.755 1.455 -6.280
H -0.597 0.362 -8.517
H -4.937 0.556 -8.922
H -5.097 1.646 -6.683
C -1.558 -1.930 1.872
C -1.410 -1.288 3.027
C -0.699 -1.917 4.167
O -0.556 -1.334 5.225
C -0.160 -3.286 3.975
C -0.308 -3.928 2.821
C -1.016 -3.300 1.678
O -1.135 -3.878 0.620
H -2.065 -1.490 1.023
H -1.788 -0.286 3.187
H 0.353 -3.728 4.818
H 0.082 -4.924 2.659
C -6.122 -2.315 6.398
C -6.248 -1.111 5.848
C -5.057 -0.294 5.504
O -5.172 0.803 5.002
C -3.721 -0.872 5.796
C -3.596 -2.077 6.345
C -4.785 -2.893 6.690
O -4.674 -3.992 7.190
H -6.975 -2.929 6.658
H -7.212 -0.671 5.625
H -2.864 -0.262 5.541
H -2.630 -2.513 6.567
C 5.829 -2.612 5.128
C 5.126 -3.644 4.669
C 3.672 -3.525 4.402
O 3.028 -4.471 3.997
C 3.033 -2.211 4.657
C 3.733 -1.178 5.116
C 5.188 -1.298 5.391
O 5.827 -0.365 5.820
H 6.890 -2.676 5.332
H 5.572 -4.611 4.471
H 1.975 -2.144 4.451
H 3.284 -0.213 5.312
*
```


Computed, not measured: a structure of composition C5H12CdO3, with ωB97M-V/def2-TZVPD.

Values from the calculation:
E_HOMO	-8.385	eV
electronic energy	-591.04243	a.u.
LUMO	0.56	eV
relative energy (zero: lowest compared OMol25 entry of this formula, charge and spin)	0.0	kJ/mol

ORCA input file:
```
! wB97M-V def2-TZVPD RIJCOSX def2/J DEFGRID3
* xyz 0 1
O -1.334 2.083 0.538
C -2.342 1.150 0.686
C -1.876 -0.285 0.467
O -1.324 -0.359 -0.841
C -0.274 -1.212 -1.222
C 0.936 -1.242 -0.313
O 1.416 0.085 -0.129
C 2.631 0.174 0.600
H -3.164 1.347 -0.035
H -2.780 1.184 1.704
H -2.718 -0.991 0.515
H -1.131 -0.549 1.235
H 0.033 -0.839 -2.211
H -0.673 -2.231 -1.313
H 1.729 -1.841 -0.784
H 0.699 -1.671 0.673
H 2.792 1.233 0.831
H 2.561 -0.412 1.528
H 3.458 -0.202 -0.019
H 1.171 2.866 -1.388
Cd 0.192 1.714 -0.523
*
```


> Which of these has the lowest electronic energy?

C45H93F5O40P4


> The highest electronic energy belongs to which entry?

C5H7NO


> Look up the electronic energy of the seventh one.

-591.04243 a.u.